No. 1
ORCA calculation (ωB97M-V with the def2-TZVPD basis set) on a 2-piece molecular cluster, C5H7Br overall at a distorted geometry.

Structure (XYZ):
```
13
Properties=species:S:1:pos:R:3:forces:R:3
Br -2.866609 1.370959 0.321617 1.07 -0.29 -0.23
C -0.101761 0.237448 -0.158377 0.06 2.82 0.55
C -0.716707 -1.054477 -0.238839 -0.75 -1.82 -1.39
C 0.502065 0.885245 1.100669 2.14 -3.51 -0.75
C 0.210058 1.257157 -2.521222 0.40 -0.22 0.66
C 0.221455 0.801893 -1.425563 -0.82 -0.58 2.92
H 0.351172 1.241242 -3.513081 0.20 0.72 -3.07
H -1.251660 -1.209981 -1.227738 0.54 0.36 1.30
H 1.037548 1.725162 0.822734 0.51 2.08 -0.55
H -1.392760 -1.264745 0.574031 0.04 -0.18 0.32
H 0.124467 -1.768531 -0.273728 -0.13 -0.17 0.28
H -0.179549 1.053103 1.867493 -1.34 0.29 1.10
H 1.390617 0.256888 1.583319 -1.93 0.50 -1.13
```
Forces are in eV/Å.

## Properties
Maximum force: 0.081 hartree/bohr
Relative energy (zero: lowest compared OMol25 entry of this formula, charge and spin): 3.1148 eV
Energy: -75336.703 eV
E_HOMO (spin up / spin down): -9.034 / -8.279 eV

=====

No. 2
ORCA calculation (ωB97M-V with the def2-TZVPD basis set) on C5H7Br2 as an isolated structure at a distorted geometry.

Structure (XYZ):
```
14
Properties=species:S:1:pos:R:3:forces:R:3
Br -0.882098 -0.627756 -3.882937 0.15 0.02 0.19
Br 1.470767 -0.182057 -1.231700 0.61 -0.77 -2.24
C 0.726329 1.116890 0.811745 -1.97 1.61 -0.10
C -0.182272 -1.265422 0.641832 -1.50 0.08 -0.89
C 0.011482 0.068026 -0.021307 0.24 0.46 0.73
C 0.700509 2.424946 0.420095 0.51 -1.27 2.47
C -0.964175 -2.203784 0.068560 0.41 1.11 1.02
H -1.167473 -3.154788 0.547557 0.10 0.05 -0.13
H 0.298766 -1.259054 1.604485 0.15 -0.97 0.26
H 1.172916 3.195634 1.082872 -0.46 -0.74 -0.95
H 1.102482 0.657172 1.733435 0.47 0.91 -0.26
H -0.919653 0.445104 -0.468259 0.63 -0.15 -0.38
H -1.507702 -1.951806 -0.850418 0.40 -0.29 0.24
H 0.140116 2.736897 -0.455954 0.26 -0.05 0.03
```
Forces are in eV/Å.

## Properties
Maximum force: 0.055 hartree/bohr
Relative energy (zero: lowest compared OMol25 entry of this formula, charge and spin): 1.5963 eV
Energy: -145380.262 eV
Multiplicity: 2
E_HOMO (spin up / spin down): -9.195 / -9.178 eV

=====

No. 3
ORCA calculation (ωB97M-V with the def2-TZVPD basis set) on one molecule with the formula C5H7BrN2 at a distorted geometry.

Structure (XYZ):
```
15
Properties=species:S:1:pos:R:3:forces:R:3
Br 2.546384 -0.513839 -0.687807 0.74 -0.07 -0.38
N -1.106828 1.019878 0.177726 0.77 2.14 -0.27
N -1.470428 -0.257798 0.334013 -5.26 1.09 0.93
C -0.425991 -2.567835 0.107454 -0.12 1.77 -0.45
C -0.507968 -1.134147 0.175536 6.42 0.57 -0.23
C 0.969507 0.027445 -0.017958 -4.93 -2.17 0.96
C 0.200480 1.194994 -0.021287 -0.70 -0.16 0.05
C 0.793816 2.553956 -0.185300 -0.61 0.46 -0.43
H 0.439476 3.084016 -1.125189 0.88 -0.91 0.83
H 0.612447 -2.768441 0.260718 0.50 -0.93 -0.27
H -2.524826 -0.406318 0.476896 2.67 0.13 -0.48
H 0.535813 3.262168 0.617095 0.11 -0.52 0.00
H -0.859453 -2.799945 -0.835160 0.05 -1.35 -1.25
H 1.844509 2.272150 -0.121775 0.33 1.16 -0.50
H -1.046935 -2.966281 0.845033 -0.87 -1.22 1.50
```
Forces are in eV/Å.

## Properties
Maximum force: 0.125 hartree/bohr
Relative energy (zero: lowest compared OMol25 entry of this formula, charge and spin): 1.0629 eV
Energy: -78314.873 eV
Multiplicity: 3
E_HOMO (spin up / spin down): -4.784 / -9.206 eV

=====

No. 4
ORCA calculation (ωB97M-V with the def2-TZVPD basis set) on a 2-piece molecular cluster, C5H7BrN2O2S overall at a distorted geometry.

Structure (XYZ):
```
18
Properties=species:S:1:pos:R:3:forces:R:3
Br 0.397225 -2.555256 0.345206 -0.30 0.26 0.05
S 2.680343 0.734662 0.633863 -3.11 1.38 -0.24
O 3.424299 1.955925 0.559664 -0.33 -0.32 -0.14
O 3.333866 -0.512995 0.616956 0.61 -1.30 0.37
N 1.100137 0.143353 -3.028551 0.19 -0.31 -1.06
N 1.239343 0.188300 -1.809795 -0.30 1.08 -1.02
C 1.410693 0.753565 -0.794578 1.77 0.61 3.27
C -3.518271 -0.547114 -0.351283 -0.22 1.67 -0.65
C -1.162146 -1.654447 0.125263 0.15 -0.35 -0.55
C 1.390095 0.923768 1.967333 1.16 1.50 -1.88
C -2.207612 -1.167760 -0.219733 -0.32 -0.02 1.32
H 1.769494 0.976920 2.945297 1.16 0.60 1.08
H -3.631086 0.460264 0.074954 0.64 -0.38 0.91
H -3.605046 -0.177872 -1.356132 -0.35 -0.54 -1.08
H 0.273853 -0.353953 -3.315951 -0.25 -0.79 0.09
H 0.772450 1.781378 1.677523 0.53 0.02 0.12
H -4.433851 -1.062375 -0.075730 0.40 -0.65 0.01
H 0.766206 0.113644 2.005691 -1.45 -2.44 -0.57
```
Forces are in eV/Å.

## Properties
Maximum force: 0.073 hartree/bohr
Relative energy (zero: lowest compared OMol25 entry of this formula, charge and spin): 4.1807 eV
Energy: -93244.334 eV
E_HOMO (spin up / spin down): -8.968 / -8.967 eV

=====

No. 5
ORCA calculation (ωB97M-V with the def2-TZVPD basis set) on an isolated ion of composition C5H7BrN3 and charge +1 at a distorted geometry.

Structure (XYZ):
```
16
Properties=species:S:1:pos:R:3:forces:R:3
Br 3.748082 0.288487 -0.166532 0.47 0.09 -0.63
N -1.505972 -0.296955 0.531691 -0.62 -0.22 1.87
N 0.536372 0.710290 -0.298994 -5.00 0.20 -0.81
N 0.083881 -1.695343 -0.401213 -0.05 -0.85 0.27
C 1.067208 -0.642407 -0.615001 -0.25 0.46 1.68
C 2.135793 -0.349927 0.404005 2.81 -2.49 0.11
C -1.987301 0.842747 -0.139434 -0.95 0.51 0.48
C -0.618537 0.840892 0.537770 1.72 -0.78 -1.66
C -1.103422 -1.596718 0.051342 3.02 2.77 -0.72
H -2.630095 1.519429 0.434113 -0.11 -0.43 -0.16
H 0.936105 1.563616 -0.574472 1.26 1.11 -0.46
H -1.708823 -2.468798 0.173669 -0.71 -0.09 0.03
H 2.141313 -0.248205 1.455105 -1.14 -0.41 0.88
H -2.165315 0.868207 -1.189891 0.28 -0.20 -0.78
H -0.482546 1.549798 1.379559 -0.20 -0.71 -0.32
H 1.553250 -0.885107 -1.581715 -0.54 1.05 0.23
```
Forces are in eV/Å.

## Properties
Maximum force: 0.099 hartree/bohr
Relative energy (zero: lowest compared OMol25 entry of this formula, charge and spin): 0.1516 eV
Energy: -79797.465 eV
Multiplicity: 3
Total charge: +1
E_HOMO (spin up / spin down): -11.746 / -14.057 eV

=====

No. 6
ORCA calculation (ωB97M-V with the def2-TZVPD basis set) on C5H7BrS as an isolated structure at a distorted geometry.

Structure (XYZ):
```
14
Properties=species:S:1:pos:R:3:forces:R:3
Br -0.717186 1.905031 2.269906 -0.36 0.15 -0.27
S 0.556543 -0.606543 3.351720 -0.56 -0.11 -1.35
C 0.761256 1.744626 -0.573640 -4.11 -0.11 -0.54
C -0.450698 -0.278439 -0.682280 -1.23 2.15 0.94
C -0.508553 -1.673375 -0.899982 2.10 -1.65 -0.02
C -0.224357 0.080187 2.131667 0.64 -0.15 1.53
C 0.739837 0.407510 -0.585444 2.00 -0.77 1.12
H 1.679377 -0.170547 -0.286899 -1.23 0.61 -1.06
H -1.462518 0.269272 -0.650579 1.85 -0.56 -0.29
H 0.208646 -2.302845 -0.360675 0.41 0.46 -0.14
H -1.391995 -1.958334 -0.529021 -3.64 -1.63 1.11
H 1.560656 2.355062 -0.624932 2.63 1.79 0.21
H -0.272397 2.189232 -0.634539 1.40 -0.02 -0.15
H -0.478611 -1.960835 -1.925301 0.09 -0.16 -1.08
```
Forces are in eV/Å.

## Properties
Maximum force: 0.081 hartree/bohr
Relative energy (zero: lowest compared OMol25 entry of this formula, charge and spin): 4.0496 eV
Energy: -86171.053 eV
E_HOMO (spin up / spin down): -7.300 / -8.364 eV

=====

No. 7
ORCA calculation (ωB97M-V with the def2-TZVPD basis set) on one molecule with the formula C5H7Cl at a distorted geometry.

Structure (XYZ):
```
13
Properties=species:S:1:pos:R:3:forces:R:3
Cl -1.560439 0.734382 -1.816722 0.07 0.64 -0.33
C 1.583110 -0.500014 0.539954 -1.42 0.52 0.44
C -0.517630 -0.314768 -0.945574 0.74 -1.66 -0.26
C 0.537852 0.088025 -0.030012 -2.70 4.01 2.09
C -0.777862 -1.606229 -1.003722 -3.18 1.44 -2.13
C -0.198038 1.646214 0.752917 1.18 -3.73 -0.84
H 0.591407 2.245398 0.436071 1.01 1.73 0.13
H 1.874393 -0.032880 1.464151 0.61 0.13 0.11
H -1.143178 1.925490 0.336016 -0.17 -0.09 -0.65
H 1.874000 -1.524058 0.417260 0.42 -0.23 -0.71
H -0.196008 -2.214817 -0.469067 2.02 -2.56 1.88
H -0.379638 1.531338 1.814738 0.75 -0.22 0.18
H -1.687969 -1.978082 -1.496009 0.68 0.03 0.09
```
Forces are in eV/Å.

## Properties
Maximum force: 0.102 hartree/bohr
Relative energy (zero: lowest compared OMol25 entry of this formula, charge and spin): 2.8350 eV
Energy: -17817.644 eV
E_HOMO: -9.115 eV
SMILES string: C=C(C)C(=C)Cl

=====

No. 8
ORCA calculation (ωB97M-V with the def2-TZVPD basis set) on C5H7Cl as an isolated structure at a distorted geometry.

Structure (XYZ):
```
13
Properties=species:S:1:pos:R:3:forces:R:3
Cl -1.724355 2.454126 0.519385 -0.98 0.45 0.26
C 0.552879 -0.612638 -0.926896 -0.48 -1.19 -0.92
C 0.928309 -0.863769 0.565187 -1.83 -1.35 -0.42
C -0.415456 1.472063 0.026822 0.66 -1.72 1.80
C -0.741228 0.167972 -0.582166 0.22 -0.51 0.50
C -0.482259 -0.328125 0.842081 1.12 3.08 -1.28
H 1.144864 -1.935690 0.836319 -0.56 0.86 -0.42
H 1.291263 -0.203913 -1.606246 0.05 0.30 -0.14
H 0.156479 -1.561522 -1.355759 0.67 0.45 0.22
H -1.753812 0.040616 -1.036910 1.17 0.12 -0.19
H -1.150499 -0.441238 1.654745 -0.50 0.19 0.67
H 0.496500 2.129929 0.031134 -0.60 -1.67 -0.31
H 1.697315 -0.317812 1.032305 1.05 0.98 0.22
```
Forces are in eV/Å.

## Properties
Maximum force: 0.068 hartree/bohr
Relative energy (zero: lowest compared OMol25 entry of this formula, charge and spin): 3.0119 eV
Energy: -17817.467 eV
E_HOMO: -7.936 eV